The following is a DFT calculation (ωB97M-V/def2-TZVPD) of C25H40AlBBr2Cl6F3NaO12P as an isolated structure at a distorted geometry.

Geometry as XYZ:
```
92
Properties=species:S:1:pos:R:3:forces:R:3
O -2.823 1.230 3.594 0.44 1.12 -3.79
C -2.656 1.749 2.435 -0.07 -1.04 2.22
C -1.486 2.818 2.290 -0.74 0.99 0.12
B -1.456 3.608 0.870 -0.63 -1.19 -1.76
C -0.911 2.996 -0.533 -0.12 -0.08 0.14
C -0.147 1.600 -0.379 -1.05 0.15 0.24
C 1.340 1.672 0.193 0.76 -1.68 -1.05
F 1.479 1.067 1.492 -0.70 0.94 -1.72
Br 2.170 3.464 0.223 -0.72 -1.01 0.63
C 2.248 0.759 -0.809 1.18 -0.75 0.24
F 1.667 -0.520 -1.046 1.06 2.70 0.75
F 3.545 0.503 -0.253 -3.13 0.63 -1.26
Br 2.409 1.753 -2.547 -0.19 -1.27 1.16
P -2.152 5.392 0.821 1.32 1.25 -0.88
O -2.459 5.859 -0.812 -1.32 -0.83 2.53
O -3.632 5.491 1.748 -0.66 -1.03 0.48
C -3.603 1.232 1.275 -1.67 -1.82 -2.51
C -4.535 2.092 0.397 0.54 -2.43 -0.44
C -5.411 1.506 -0.748 2.46 -2.35 2.16
C -5.357 -0.012 -1.027 1.92 1.72 2.77
C -4.466 -0.912 -0.135 0.14 2.98 0.65
C -3.601 -0.306 0.996 -2.79 2.34 -2.56
H -1.678 3.617 3.109 0.46 -1.48 -0.83
H -0.448 2.388 2.518 -1.59 0.17 -0.10
H -1.867 2.772 -1.154 1.26 0.42 0.95
H -0.343 3.786 -1.164 -0.72 -1.34 0.91
H -0.758 0.954 0.362 1.06 0.79 -1.00
H -0.221 1.051 -1.390 0.64 0.84 1.70
H -3.278 6.404 -0.855 0.76 -0.27 -0.09
H -3.470 5.234 2.685 1.32 1.00 -1.82
H -4.547 3.227 0.587 0.01 -1.89 -0.43
H -6.045 2.219 -1.366 0.87 -1.16 1.00
H -5.964 -0.466 -1.878 0.99 0.70 1.43
H -4.444 -2.044 -0.311 0.00 1.95 0.26
H -2.966 -1.029 1.620 -2.19 1.46 -1.91
Al -1.689 -1.470 2.709 1.60 -0.43 1.31
C 2.184 -3.856 -1.141 -0.13 1.60 0.10
C 1.711 -5.291 -0.892 -0.43 -1.95 0.20
O 0.586 -5.393 -0.353 0.40 0.48 -0.16
O 2.514 -6.176 -1.262 -0.10 0.72 0.12
H 1.444 -3.130 -0.798 -0.01 -0.21 0.10
H 3.118 -3.678 -0.605 0.00 -0.19 -0.11
H 2.354 -3.701 -2.216 -0.48 -0.54 1.20
C 5.935 -8.622 -1.442 0.03 -0.12 0.00
C 6.313 -7.884 -0.174 -0.39 0.09 -0.19
O 5.948 -6.513 -0.278 0.01 0.20 0.09
H 6.433 -8.178 -2.307 0.07 -0.03 0.18
H 6.214 -9.676 -1.378 -0.06 0.05 -0.04
H 4.858 -8.553 -1.623 0.02 -0.07 0.07
H 7.391 -7.936 -0.007 -0.09 0.18 0.02
H 5.807 -8.318 0.696 0.11 -0.17 0.01
H 4.990 -6.475 -0.417 0.13 0.00 -0.04
C -10.390 2.384 0.595 0.02 0.06 -0.34
C -8.942 2.789 0.591 0.11 0.19 -0.89
O -8.375 3.111 -0.437 -0.07 -0.18 0.60
C -8.215 2.782 1.911 0.36 0.12 0.09
H -10.783 2.437 -0.422 0.09 0.01 0.14
H -10.489 1.358 0.956 -0.09 0.11 0.18
H -10.965 3.064 1.227 -0.01 -0.18 0.12
H -8.215 1.774 2.330 -0.14 0.09 0.13
H -8.693 3.480 2.602 -0.12 -0.20 0.08
H -7.180 3.097 1.754 -0.07 -0.05 -0.10
C -0.026 4.609 7.194 -0.07 0.02 0.13
C -0.460 3.763 6.014 0.44 0.20 0.21
O -0.516 4.558 4.832 -0.25 0.06 -0.27
H -0.720 5.440 7.347 0.00 -0.11 0.01
H 0.016 4.013 8.108 0.05 0.07 -0.04
H 0.960 5.047 7.015 -0.01 -0.13 0.05
H -1.455 3.346 6.188 0.02 0.03 -0.17
H 0.238 2.936 5.849 -0.10 -0.10 0.13
H 0.369 4.917 4.679 -0.22 0.01 -0.03
C 4.604 -4.725 -4.180 0.30 -0.40 0.10
Cl 3.496 -3.407 -3.778 0.77 0.35 -1.26
Cl 4.996 -4.739 -5.904 0.00 -0.05 0.04
H 5.524 -4.597 -3.612 -0.16 0.12 -0.11
H 4.134 -5.671 -3.915 -0.06 0.21 -0.05
C 1.372 6.159 -2.424 1.46 0.84 0.09
O 0.651 5.299 -1.716 -0.21 0.06 -0.07
H 2.190 5.741 -3.043 -0.26 -0.64 -0.28
H 0.830 6.767 -3.178 -0.59 -0.23 -0.21
H 1.908 6.948 -1.864 -0.37 0.03 0.52
C 7.356 -9.594 -4.980 0.01 0.00 0.01
Cl 7.640 -10.237 -6.612 -0.05 0.11 0.28
Cl 5.824 -8.694 -4.956 0.22 -0.16 -0.15
Cl 7.272 -10.938 -3.819 0.05 0.18 -0.27
Cl 8.687 -8.507 -4.532 -0.24 -0.18 -0.06
C 6.703 0.973 -2.799 -0.01 0.85 -0.27
O 6.842 -0.227 -2.453 1.11 0.05 -0.55
O 5.514 1.472 -2.403 0.02 -0.48 0.22
O 7.468 1.726 -3.422 0.07 -0.96 0.28
H 5.255 0.621 -1.987 -1.08 0.53 0.36
Na -4.670 4.417 3.924 -0.52 -0.35 0.28
```
Positions in Å, forces in eV/Å.

The calculation puts the total energy at -295469.020 eV. As for the HOMO-LUMO gap: 1.49 eV. The LUMO energy is -7.4 eV. The charge is +1.

***

The following is a DFT calculation (ωB97M-V/def2-TZVPD) of C25H40AlF4N4O2PTe as an isolated structure at a distorted geometry.

Geometry as XYZ:
```
78
Properties=species:S:1:pos:R:3:forces:R:3
Al -1.231 0.241 0.667 -0.39 0.91 -0.18
C -2.480 3.036 1.202 -0.20 0.04 -0.13
N -1.476 2.142 1.816 0.32 -0.02 -0.04
C -0.298 2.949 2.176 0.12 0.02 0.06
C -2.039 1.574 3.063 -0.18 -0.21 0.07
C -3.209 0.636 2.741 0.08 0.17 -0.29
N -2.922 0.068 1.431 0.24 -0.54 0.11
C -3.957 -0.149 0.559 -0.13 0.01 -0.18
C -3.718 0.143 -0.788 -0.14 0.00 0.36
F -2.464 0.699 -1.030 -0.37 0.00 -0.33
C -4.657 -0.007 -1.781 0.08 0.04 -0.06
F -4.334 0.260 -3.048 0.04 0.06 0.01
C -5.928 -0.433 -1.451 -0.08 -0.04 0.01
C -6.212 -0.696 -0.119 0.09 0.01 -0.14
F -7.430 -1.089 0.220 -0.02 -0.06 0.05
C -5.247 -0.589 0.870 0.15 0.03 -0.08
F -5.542 -0.923 2.130 -0.01 0.02 0.05
H -2.727 3.859 1.878 0.06 -0.02 0.03
H -2.100 3.455 0.273 -0.03 0.06 0.15
H -3.394 2.494 0.973 0.02 -0.05 0.02
H -0.556 3.706 2.921 -0.03 -0.02 0.00
H 0.484 2.310 2.586 -0.05 -0.01 -0.02
H 0.092 3.458 1.300 0.01 0.03 0.01
H -1.242 1.009 3.544 0.02 0.18 0.01
H -2.348 2.375 3.741 0.02 0.01 -0.01
H -3.305 -0.121 3.523 -0.02 0.04 0.05
H -4.151 1.188 2.714 0.01 0.03 0.05
H -6.687 -0.555 -2.210 -0.01 0.01 0.00
C -0.453 -1.376 4.106 0.05 -0.16 -0.04
Te 0.662 -0.937 2.319 0.06 0.04 0.65
C 2.018 0.363 3.337 0.16 -0.12 -0.08
H -0.597 -0.487 4.715 0.07 0.05 -0.12
H 0.121 -2.101 4.677 0.03 -0.03 -0.07
H -1.419 -1.805 3.846 0.04 0.02 -0.10
H 2.765 -0.278 3.798 -0.02 -0.01 0.00
H 1.516 0.949 4.102 -0.14 -0.04 -0.08
H 2.511 1.005 2.613 -0.02 0.00 -0.08
C -1.991 -2.519 -2.512 0.02 -0.16 0.23
P -1.214 -2.715 -0.907 0.06 0.25 0.12
C -2.146 -3.893 0.072 0.13 0.13 -0.22
C 0.458 -3.339 -1.143 -0.33 -0.01 -0.09
O -1.151 -1.360 -0.180 0.30 -0.19 -0.20
H -1.915 -3.455 -3.068 0.01 0.02 -0.03
H -1.501 -1.722 -3.071 0.04 0.00 0.01
H -3.045 -2.273 -2.382 0.01 0.01 0.02
H -2.184 -4.845 -0.461 -0.02 -0.03 0.06
H -3.161 -3.530 0.232 0.00 0.05 -0.01
H -1.655 -4.036 1.034 0.01 -0.02 0.00
H 0.411 -4.384 -1.456 0.03 0.00 -0.01
H 1.030 -3.268 -0.218 -0.03 0.02 0.01
H 0.949 -2.767 -1.931 0.04 0.02 0.04
C 4.358 0.913 -3.849 0.08 0.03 0.03
C 5.087 1.238 -2.549 -0.25 -0.11 -0.24
N 4.830 0.271 -1.476 0.34 0.23 -0.13
C 5.858 -0.748 -1.204 -0.09 -0.22 0.01
C 5.613 -2.043 -1.972 0.02 0.12 0.04
C 3.701 0.187 -0.776 -0.19 -0.42 0.39
O 3.517 -0.687 0.082 -0.21 0.24 -0.15
C 2.536 1.140 -0.983 -0.44 -0.04 0.12
C 2.547 2.513 -1.196 0.06 -0.14 0.02
C 1.340 3.194 -1.234 -0.11 0.11 -0.07
C 0.168 2.532 -0.946 -0.30 0.05 -0.13
N 0.128 1.224 -0.638 0.49 -0.44 0.34
C 1.288 0.554 -0.738 0.23 0.15 -0.16
H 4.569 1.683 -4.590 -0.03 0.01 -0.02
H 3.278 0.867 -3.700 -0.01 0.01 -0.02
H 4.689 -0.040 -4.259 -0.02 -0.02 0.03
H 4.827 2.239 -2.214 0.21 -0.07 -0.06
H 6.159 1.235 -2.724 0.02 0.04 0.06
H 5.847 -0.955 -0.136 0.03 0.07 0.01
H 6.825 -0.325 -1.465 -0.02 0.08 0.01
H 4.647 -2.468 -1.698 0.01 -0.01 0.00
H 6.389 -2.765 -1.722 -0.01 -0.02 -0.02
H 5.638 -1.877 -3.048 0.01 -0.03 -0.02
H 3.464 3.067 -1.330 -0.06 -0.01 0.04
H 1.312 4.251 -1.455 -0.02 0.00 0.00
H -0.781 3.049 -0.975 0.09 -0.01 0.05
H 1.235 -0.517 -0.627 0.05 -0.10 0.30
```
Positions in Å, forces in eV/Å.

The calculation puts the total energy at -70669.742 eV. As for the HOMO-LUMO gap: 7.57 eV. The LUMO energy is -5.7 eV. The charge is +2.